1.
ORCA calculation (ωB97M-V/def2-TZVPD) on C5H11NO as an isolated structure.

Structure (XYZ):
```
18
Properties=species:S:1:pos:R:3
C 0.6571 -0.6153 0.6061
C -1.4022 1.0883 0.5142
C -0.5928 -2.1423 -0.9901
C 0.5799 2.0632 -0.1512
C -0.5280 -0.9432 -0.0972
O 1.7475 -1.4639 0.3842
N -1.4926 -0.0313 -0.1823
H 2.5220 -1.0964 0.8211
H 0.5388 -0.3099 1.6507
H 0.7218 0.6588 0.1976
H -1.0564 1.1185 1.5485
H -2.0621 1.9000 0.2256
H -0.3440 -3.0538 -0.4420
H -1.5894 -2.2214 -1.4211
H 0.1377 -2.0574 -1.8001
H 0.5168 1.9938 -1.2354
H 1.6182 2.1820 0.1708
H 0.0276 2.9305 0.2004
```

Properties
Calculated total energy (eV): -8896.9249
Spin multiplicity: 1



2.
ORCA calculation (ωB97M-V/def2-TZVPD) on a 2-piece molecular cluster, C5H11NO overall at a distorted geometry.

Structure (XYZ):
```
18
Properties=species:S:1:pos:R:3
C -0.3382 1.9365 0.5526
N 0.0572 1.1962 1.7926
C 0.7608 0.1671 1.3050
C 0.3527 -0.9796 0.5881
C -1.0399 -1.4735 0.9244
C 0.8625 -1.2083 -0.7853
O 0.0298 0.6660 -2.5416
H 0.4599 2.6815 0.4072
H -1.2556 2.5195 0.7466
H -0.4994 1.4331 -0.4211
H 1.8272 0.3912 1.4180
H 0.0218 -1.4941 -1.4154
H -1.6937 -1.1723 0.0976
H -1.1487 -2.5599 1.0220
H -1.4240 -0.9550 1.8107
H 1.6280 -1.9798 -0.8520
H 1.2539 -0.2771 -1.2615
H 0.1457 1.1084 -3.3877
```

Properties
Calculated total energy (eV): -8892.8799
Spin multiplicity: 1



3.
ORCA calculation (ωB97M-V/def2-TZVPD) on a 2-piece molecular cluster, C5H11NO overall at a distorted geometry.

Structure (XYZ):
```
18
Properties=species:S:1:pos:R:3
H 1.2972 -0.9164 1.3481
N 0.9656 0.0052 1.0741
C -0.1328 0.0663 0.4322
C -0.9674 -1.3024 0.1875
C -2.0312 -1.4095 1.2794
H -0.8399 0.8866 0.5158
H -0.2738 -2.1411 0.2792
H -1.4383 -1.3657 -0.7950
H -1.6055 -1.2755 2.2729
H -2.8041 -0.6540 1.1471
H -2.4857 -2.3994 1.2905
C 1.3916 0.9283 -1.9935
C 1.2156 1.9792 -1.1566
O 1.8646 2.2543 0.0050
H 1.6364 -0.0845 -1.7248
H 1.2352 1.0642 -3.0501
H 1.0621 2.9470 -1.6338
H 1.9106 1.4175 0.5220
```

Properties
Structure (SMILES): [H]/N=C\CC.C=CO
Calculated total energy (eV): -8898.4660
Spin multiplicity: 1



4.
ORCA calculation (ωB97M-V/def2-TZVPD) on C5H11NO as an isolated structure.

Structure (XYZ):
```
18
Properties=species:S:1:pos:R:3
C -0.3113 1.2595 1.6898
C 0.1418 -0.1934 1.6370
N 0.1162 -0.7232 0.2820
C -0.2113 -1.9544 -0.1988
C 0.7642 -0.2652 -0.8111
C 0.0470 0.1286 -2.0676
O -0.0921 1.5441 -2.1589
H -0.1598 1.6755 2.6908
H -1.3737 1.3475 1.4375
H 0.2651 1.8661 0.9819
H 1.1643 -0.2859 2.0323
H -0.5014 -0.8421 2.2412
H 0.5716 -2.6480 -0.4793
H -1.2318 -2.3319 -0.0990
H 1.7727 0.1518 -0.6840
H 0.6211 -0.1549 -2.9551
H -0.9241 -0.3835 -2.1165
H -0.6585 1.8096 -1.4223
```

Properties
Calculated total energy (eV): -8897.5074
Spin multiplicity: 1